This record from OMol25 describes an isolated ion of composition C4H6NO and charge -1. The level of theory is ωB97M-V with the def2-TZVPD basis set.

Results
Charge: -1
LUMO level (alpha / beta) in eV: 4.102 / 4.102
Relative energy (zero: lowest compared OMol25 entry of this formula, charge and spin) in kcal/mol: 59.6
E_tot in Eh: -285.8308
E_HOMO (alpha / beta) in eV: -1.650 / -1.651
Orbital gap (alpha / beta) in eV: 5.8 / 5.8
SMILES string: C=C1C[C@@H]1N[O-]
Maximum force in eV/Å: 3.8

```
12
Properties=species:S:1:pos:R:3:lowdin_charge:R:1
C -1.8228 -0.7309 -0.3419 0.0137
C -0.7251 -0.1207 0.1277 -0.3241
C 0.0085 1.0879 -0.1282 -0.1392
C 0.6308 -0.0561 0.7482 -0.2989
N 1.7959 -0.7404 0.2108 -0.2342
O 2.7259 0.1128 -0.4377 -0.4559
H -2.3388 -1.6076 0.0644 0.0368
H -2.3352 -0.2052 -1.0233 -0.0136
H 0.6892 1.3700 -1.0439 0.1126
H -0.5191 2.0755 0.3712 0.1283
H 0.5211 0.1650 1.8894 0.1281
H 1.3695 -1.3503 -0.4367 0.0465
```